Computed, not measured: a structure of composition C50H145N11O17 at a distorted geometry, with the ωB97M-V functional and the def2-TZVPD basis.

The geometry in XYZ format:
```
223
Properties=species:S:1:pos:R:3:forces:R:3:mulliken_charge:R:1
O 4.044105 1.087892 0.722744 3.1 4.1 1.9 -0.6476
H 2.840385 4.239982 -0.900776 -0.2 0.3 0.6 0.2867
H -1.673725 3.326282 -4.827806 1.6 -0.2 -0.5 0.5107
H -2.565475 -0.254998 -1.003836 0.8 -0.9 0.6 -0.0486
C -2.710585 3.839912 2.657214 -0.3 1.5 2.3 -1.2195
H -0.703225 -1.097238 -6.768146 1.5 -1.1 -0.3 0.2162
H 0.390835 3.709082 -1.897376 0.4 -0.2 -1.0 -0.9981
H 1.088925 -5.925908 -0.351416 -0.8 -0.1 0.3 0.4606
H -2.211815 0.108132 1.293254 -4.4 -0.8 -1.7 1.0098
H -0.901115 -0.833368 2.317914 2.8 4.5 2.5 0.5157
H 2.718225 -3.905078 -3.058266 0.3 -0.6 0.0 0.2747
H 1.840825 -3.815848 2.936924 0.3 -0.3 0.4 0.8878
H 1.706615 -5.433668 -2.963196 0.2 0.0 -0.1 0.3819
C -3.516915 4.559192 -2.351076 1.8 0.0 -1.0 -0.1716
O 3.993285 -0.488138 -0.488876 -0.9 -5.8 -6.4 -0.5091
H 1.597145 4.048792 4.721074 0.8 -0.1 0.3 0.5067
H -1.994855 2.192922 5.276184 -0.1 0.1 -0.2 0.4537
H 5.773055 0.056172 0.897864 0.5 0.3 0.1 0.3709
C 0.641145 0.085902 -7.602786 -2.4 0.2 -1.0 0.2078
H 4.705235 -4.503258 5.564444 0.1 0.4 0.0 0.2909
O 0.477105 0.189962 -5.119286 0.8 0.9 -2.9 -0.3975
H -4.287995 0.913342 -0.640136 -0.2 -0.5 -0.2 0.8161
H 1.757585 0.815002 4.002894 0.5 0.2 3.9 -1.4450
H -2.590795 -3.587388 -1.731336 0.0 -0.5 0.6 0.4177
H 4.793365 -4.600538 1.904534 -0.7 -0.5 0.0 0.4712
C 0.969395 3.873122 -2.806466 0.1 1.2 -1.3 -0.8544
C 2.468205 3.474812 -2.750906 -0.1 0.5 1.4 -0.2671
N -0.401105 -0.945588 -7.719886 0.5 -0.8 0.5 -0.8154
C -5.139445 -4.488308 -1.918996 -0.6 0.1 -0.1 -0.8476
O 2.342075 -4.554818 -1.143146 -0.3 0.6 -0.8 -0.2958
H -0.367215 -3.901938 -1.017376 -0.3 -0.4 -0.1 0.3837
H 0.064165 -0.678558 -0.168766 0.7 2.8 -0.3 -1.0346
C -2.600135 0.685242 -3.323596 -4.5 3.3 -1.5 -0.5061
C 2.743425 -0.870928 6.914194 0.3 -1.2 0.1 -1.6815
H -0.020875 -4.422518 1.800704 0.2 -0.5 -0.1 0.3903
C 0.203225 1.004312 -4.002006 0.5 -3.2 -1.2 -0.3164
H -1.755995 0.194002 -2.839636 -4.7 4.0 -2.1 -0.6642
C -4.230465 -1.055258 2.521604 0.5 0.2 0.7 -0.6899
H -1.467465 0.544592 1.665424 4.1 1.0 1.8 -1.1694
C 0.328095 0.967982 -6.360426 1.8 -0.8 0.0 -0.5805
C 5.126245 0.726102 1.464374 0.9 0.0 1.1 -0.8496
C 2.647725 2.054652 -2.259666 -0.5 0.9 -0.9 -0.9411
H -4.013315 2.524152 1.141404 0.1 0.3 -0.4 0.1429
H -5.246195 -1.440608 2.610574 0.0 0.3 0.3 0.3400
H 1.260805 0.522462 -0.366016 -0.7 1.1 -0.2 -0.3384
C -0.286945 3.267972 4.700684 -0.7 -0.7 0.6 0.3329
O 2.763965 2.532702 1.521624 -1.4 -4.7 8.2 -1.3193
H 3.562505 2.065262 1.265824 0.7 -0.9 -0.6 0.8635
H -3.777145 2.351802 -1.411466 0.4 0.3 0.8 0.0976
C 0.933255 3.532332 0.122684 1.4 0.6 0.9 -0.5187
C 1.152625 3.183822 5.213374 -0.9 1.8 -0.7 -1.1036
H -2.773815 4.520672 -4.456176 -1.2 0.2 0.2 -0.0588
H 0.426835 3.374962 1.074984 -0.1 0.6 -0.8 -1.2912
C 1.856455 -0.595338 5.679554 0.7 0.4 0.8 1.5093
H 5.027695 -0.898658 8.489154 -0.5 0.3 0.1 0.3353
H 3.349315 0.413372 4.544314 0.5 0.0 0.1 0.7841
O -2.467475 2.105342 -3.543476 -2.6 -2.2 0.7 -0.2740
H 1.041865 1.785932 -6.458406 0.2 0.3 0.8 0.4658
H -1.774345 -0.475778 3.844144 0.4 0.6 0.2 -0.4828
H 3.030865 -1.321388 -2.172076 0.3 -0.1 0.0 0.6500
H 1.773515 3.145022 3.260124 0.3 -0.5 -1.1 -0.0727
H -5.924265 -5.185738 -1.626176 -0.2 0.5 0.9 0.4007
C -2.962525 -2.092548 -0.119566 -1.1 -0.4 -0.3 0.9112
H -4.578725 -5.180678 -2.546936 1.0 0.5 -0.2 0.2578
C 4.804805 -1.754478 7.851984 0.3 0.6 -1.0 -0.9216
H 1.867435 0.277172 3.115384 0.0 -2.1 -2.5 -0.5910
H -1.303375 -0.565378 -7.967756 0.4 0.8 -1.3 0.5168
C -1.959625 -1.038728 -0.549086 -1.7 -1.6 -0.4 0.2564
H 1.855615 -1.494258 5.063074 0.0 -0.4 -0.2 -0.7875
C 0.203215 -3.873128 -0.088996 0.7 -0.6 -1.1 -1.4524
C 3.757955 -2.919368 2.825424 2.0 -0.6 0.3 0.7068
C -3.391045 -3.012218 -1.265636 -3.4 0.4 1.5 -1.7499
H 2.529075 1.483922 3.266234 0.8 2.4 -1.1 1.3874
C 0.664615 -2.417718 0.056504 0.3 -1.9 0.4 1.8468
H -0.193785 -1.749748 0.127714 1.0 -2.5 0.4 1.2699
H 2.797315 0.009562 7.554454 0.1 0.3 -0.1 0.4217
H -3.795595 -1.616158 0.397294 -0.5 0.1 -1.2 1.1013
H 4.826445 0.211582 2.377324 -0.1 0.0 0.2 -0.1362
H -5.571125 4.536792 -3.715066 -0.3 0.1 0.2 0.3547
H 1.069505 -3.792888 -2.718476 -0.2 -0.3 0.4 0.4987
H 4.108765 4.049182 -1.868256 0.5 0.3 0.1 0.3787
H 0.607265 -1.099068 -2.400816 0.1 0.5 -0.2 0.8558
C 0.483865 0.556342 1.536144 -1.5 -0.8 0.0 0.0821
H 3.712615 0.357092 0.195824 -0.4 -0.2 0.5 0.2669
H 5.575545 1.640312 1.852254 0.7 0.0 -0.4 0.5147
H -1.581495 -2.830678 -5.023606 0.4 0.2 -0.2 0.3862
N -2.320335 -2.818518 0.945454 -8.5 -6.6 -8.7 -0.1980
H -3.079135 5.555362 -2.287126 -0.4 0.3 0.0 0.2187
H 5.799755 -2.077448 7.545644 -0.1 -0.2 -0.4 0.2852
H 0.290245 -2.905828 2.738104 -0.8 0.3 0.5 -0.2248
H 1.881875 -4.831438 0.800284 0.0 -0.6 -0.3 0.5542
H 5.631935 -4.033048 3.255124 0.0 0.5 0.5 0.4322
N 4.419205 -2.004308 1.916954 -0.2 0.2 -0.4 -0.4109
H -2.827505 -3.678368 1.098884 -0.3 0.1 0.5 0.5334
H -2.416025 4.505992 1.846244 0.2 -0.3 0.0 0.4543
C -3.720715 2.605772 -3.946886 1.1 1.5 -0.7 -1.0902
N 0.510425 -0.348818 6.113274 2.5 -1.8 6.2 -0.2243
H 2.555905 0.203012 1.515384 -0.2 -0.6 0.3 0.3658
O 0.274435 3.257732 -3.900016 -1.8 5.1 -0.7 -0.3583
H 4.390745 -2.548198 8.473804 -0.6 0.0 -0.3 0.3341
C -0.996165 3.919092 -4.213326 1.5 0.2 0.5 -1.6403
O 3.937335 -5.166668 3.762534 -0.1 0.1 -0.4 -0.4090
O 2.255935 4.043312 0.384674 -5.2 6.8 -4.7 -0.9339
H 5.135695 -1.530848 2.448524 0.4 -0.1 -0.2 0.4692
H 0.044035 0.108322 5.342814 3.5 -0.9 4.9 -0.9513
O 4.074345 -1.392918 6.642674 0.0 0.1 0.8 -0.2345
H 2.753625 0.422552 -2.004656 0.9 -1.8 0.6 -0.6629
H -2.620995 0.955082 2.694924 -0.9 0.4 -0.2 1.0312
C -0.483255 2.965232 3.182334 0.6 0.1 1.1 -0.0944
H -3.584705 -1.887398 2.241154 -0.3 0.2 -0.9 -0.0621
H 1.657865 -1.207478 2.263064 -0.8 3.4 -1.4 -1.5841
H -2.743015 4.456522 3.555454 0.1 -0.1 0.3 0.3380
H 0.980495 2.532702 -0.309286 0.0 0.4 -0.1 0.3618
C -0.673875 1.269652 -1.906756 0.0 1.4 3.6 0.6087
H -1.489845 -3.150398 0.476164 -1.0 -0.2 0.1 -0.8778
H 0.450595 0.449752 6.728754 0.7 0.1 1.2 0.6831
O 0.091495 0.552372 4.271114 -1.8 0.0 -3.8 0.0854
H -1.290615 -1.431918 -1.314546 -0.3 -0.1 1.2 0.7970
H 0.959125 4.937412 -3.041586 0.2 0.3 0.4 0.7255
C 2.355065 -3.033218 2.379114 -0.4 -2.7 1.5 -0.3817
O -1.285855 -0.885358 -3.020416 2.9 -9.7 -3.4 0.5132
H 3.621995 -5.799868 5.698054 -0.4 -0.2 -0.4 0.3741
H -5.057155 4.332782 -5.210576 -0.3 0.2 -0.5 0.3388
H 2.935575 3.575692 -3.730426 -0.4 0.0 -0.3 0.7011
H -2.419865 -1.437658 -7.002796 -0.6 -0.3 0.5 0.9363
H 3.664505 1.674262 -2.161816 0.4 0.9 -0.4 1.1008
H 1.594835 -0.439928 -7.557116 0.1 0.3 0.4 0.4273
H -1.640495 4.055802 -3.344866 1.6 0.0 0.3 0.5596
C 2.335485 0.595672 4.900684 2.7 -1.5 1.5 -0.4956
H 1.929775 -0.668738 -0.984856 1.1 -0.2 0.0 -0.5511
H 2.107485 1.470012 -3.004286 0.5 -0.5 0.1 -0.1668
H -4.568625 2.297282 -3.335346 0.0 -0.3 0.1 0.2361
H -2.794595 0.180512 -4.269926 -0.2 0.9 0.3 -0.8570
H -3.710295 -0.868658 3.461124 -0.8 0.5 0.8 0.4071
O -4.234155 0.125752 1.739464 -0.8 -1.0 -0.3 -0.5726
H -3.227405 -0.355888 -5.784886 -0.6 -0.5 -0.6 0.3080
H 0.570495 1.638592 1.632734 1.0 -0.4 -0.5 0.1605
H -1.301475 -3.641438 2.504744 -0.1 1.1 1.2 1.0562
C -2.978555 0.779242 1.680364 -3.7 -0.3 -0.9 -0.1514
C 1.347625 -4.886748 -0.148206 1.1 0.5 -1.7 -0.4671
H -1.112445 -5.108328 0.843224 -0.2 -0.5 -0.2 0.2898
H 1.328555 -2.069898 -0.734886 -0.5 -0.9 0.0 0.9132
H 1.623975 2.237842 4.946814 -1.1 2.4 0.2 -0.4811
N -0.661575 -4.227298 1.044734 4.5 -4.8 -2.0 -0.1048
H -1.512075 1.890052 -2.223946 1.5 0.7 1.0 0.6450
H -3.610245 -3.696058 -4.767006 -0.5 -0.4 0.4 0.2385
H 1.277305 -2.427698 0.957944 -1.4 1.3 -1.2 -0.2214
C -0.890475 -0.445938 4.481304 -4.8 -1.7 -1.1 -1.4142
H 0.271015 1.598392 -2.339436 -0.5 0.8 2.5 -0.1952
C 4.614225 -4.200658 2.902594 -1.5 -0.2 1.3 -1.4253
H -0.522605 1.456622 5.313314 -1.1 1.2 0.6 0.5854
H 2.642505 3.381502 0.962754 0.5 1.8 0.0 1.4135
O -1.831415 2.701162 2.856844 -1.0 2.0 4.0 0.1146
H 1.195865 3.405152 6.279784 -0.2 -0.3 0.1 0.4408
H -0.485465 -1.457898 4.477994 0.4 1.2 0.4 -0.0135
H 2.981415 -4.164298 5.475514 -0.2 0.2 -0.6 0.1793
N -1.906115 2.751742 0.606864 -1.9 2.9 -0.5 -0.2596
H -0.426635 1.301352 -9.148046 -0.1 -0.2 0.2 0.3526
H -1.681955 -2.047588 1.268634 -0.5 0.8 0.6 -0.2585
C 1.709075 -0.128638 2.116204 -0.2 0.8 -1.0 0.7546
N -1.026835 2.300992 5.543324 -0.2 1.7 0.7 -0.7669
H 0.008545 3.670322 2.512214 -0.7 1.0 0.5 1.1233
O -0.745545 1.212692 -0.455586 4.7 -4.1 -2.8 0.1900
H 2.251955 -1.652448 7.493654 -0.4 0.0 0.1 0.5529
H 3.798315 -2.427608 3.797354 -0.4 -0.4 0.6 0.1104
N 3.163495 4.404112 -1.843516 0.7 0.3 -3.0 -1.0029
H -1.158495 -2.587258 3.831894 0.5 -0.2 -0.3 1.4452
C -0.080745 -1.553118 -3.113966 2.0 -1.4 1.0 -1.3864
C -3.150015 2.003922 0.726474 1.1 -0.2 0.1 -1.0713
H 0.404975 4.180132 -0.576876 -0.1 0.2 1.4 1.5421
H -2.750925 3.941682 -1.882006 -0.3 -0.1 0.4 -0.5246
N -0.743735 0.162452 2.257264 6.7 13.7 -2.6 -0.1766
H 2.337315 1.441712 5.587944 1.0 -1.2 0.2 0.6550
H 3.683605 -1.315918 1.845464 0.4 0.7 -0.5 -0.1726
C -0.783305 -2.735538 2.819304 -2.2 -0.2 1.7 -2.4782
H -3.742645 3.537172 2.480174 0.5 -0.3 0.3 0.3397
H -1.585465 2.987492 1.535144 0.1 -0.3 -2.6 1.0309
H -3.828765 2.251862 -4.972156 -0.7 0.1 -0.4 0.3623
H -1.563745 -0.331798 -5.921786 -0.4 -0.3 0.6 0.6836
H -3.272315 -1.137898 -3.041376 0.1 -0.6 -0.8 1.0341
C 2.591295 2.513322 2.913294 1.1 0.8 -0.3 -0.8225
H 4.162855 -1.406548 -0.266676 0.2 -0.5 0.6 0.4355
N -3.664445 -2.791048 -5.212116 -0.5 -1.3 1.0 -0.6997
H 0.330905 0.407912 -3.098626 1.0 -0.2 -2.8 -0.0538
H -0.662105 1.423592 -6.357216 -0.3 -0.1 -0.3 -0.1277
O -4.475725 -3.865818 -0.828306 0.9 -0.9 0.3 -0.4699
H -2.363375 -2.566968 -2.739576 0.7 0.6 -1.7 -0.5626
H 1.257685 1.715282 -8.881036 0.0 0.3 0.0 0.4238
C -2.403645 -1.694978 -3.392336 0.4 -0.8 -1.4 -0.7078
H 0.711965 1.955422 -3.844976 0.4 -2.4 -1.5 1.5580
H -1.235095 -0.304728 5.505704 -1.4 -0.3 -0.7 0.9306
H 2.185015 1.855942 -1.292956 0.1 0.6 -0.2 0.6635
C 0.555565 0.882882 -8.928336 1.2 0.5 0.6 -1.5759
C 1.923055 -4.449138 -2.548516 0.2 0.3 1.5 -0.3612
H 0.360375 -1.488998 -4.108646 -0.1 -0.5 0.1 0.8018
C -2.407895 -2.128118 -4.916116 -0.3 0.9 -0.1 0.9114
H -3.726495 -3.057528 -6.184346 0.1 0.4 -0.3 0.3542
C 3.758135 -4.861278 5.160834 1.5 -0.3 -0.3 -0.6574
H -1.399355 -0.776358 0.348334 -1.1 0.6 -1.4 -1.0986
H 0.132505 0.778412 3.339004 -2.0 -0.5 -1.0 -1.0059
H 2.139565 -3.340618 1.355784 1.7 0.2 0.8 -0.2835
H 1.804235 -2.126578 2.629504 1.0 -2.8 0.8 -0.0564
H -0.861265 4.899542 -4.670096 0.5 0.2 -0.1 0.3649
H 0.896045 0.312742 -9.792706 -0.2 -0.4 0.2 0.3952
C 0.275635 0.363192 0.072344 1.5 0.3 -0.9 0.2015
C -3.444645 1.601812 -0.693786 -1.4 -1.1 0.2 -1.4682
H -0.587545 4.299552 4.883954 -0.5 0.0 0.1 0.7454
O -1.217105 -1.641678 2.003984 2.2 -12.1 5.3 1.7666
H -0.070875 -2.529738 -2.630006 -0.8 -0.5 -0.7 -0.9310
N -4.821525 4.791572 -4.342196 -0.1 -0.3 -0.6 -0.7068
H -0.856235 1.250882 -4.071766 0.7 0.2 -0.1 0.5734
C -2.397015 -1.030978 -5.991756 -0.2 1.0 1.5 -3.0727
H -0.927215 0.284092 -2.297406 3.4 2.2 3.8 -1.4152
H -2.593945 1.053652 -1.098666 -1.1 1.5 0.4 -0.3542
C 2.898865 -0.508928 -1.457526 -0.3 -1.4 -0.8 -0.3705
H -5.612075 -3.705838 -2.512686 0.0 -0.1 -0.4 0.3456
H -0.006195 2.051462 2.828014 -0.6 1.4 1.0 -0.1233
C -3.606165 4.140442 -3.863966 -2.2 0.6 1.5 0.9464
H -4.437855 4.508162 -1.770236 -0.1 -0.1 -0.3 0.3700
H -1.215795 2.116212 0.233174 -0.9 1.6 0.5 -0.1514
H 3.462305 2.959952 3.392824 0.3 0.1 0.2 0.2648
H -3.898545 -2.357368 -1.973956 0.2 -0.4 -0.1 1.2696
H -3.429845 0.503052 -2.640596 -0.7 0.4 -0.6 0.1728
```
Forces are in eV/Å.

Max |F| in hartree/bohr: 0.301
Energy above the lowest of the compared OMol25 structures with the same formula, charge and spin in kcal/mol: 1443.2
Energy in eV: -105328.5729
Charge: 0
Multiplicity: 1
Highest occupied orbital energy in eV: -6.631
Lowest unoccupied orbital energy in eV: -0.18